[1]
DFT (wB97M-V/def2-TZVPD) results for a 11-piece molecular cluster, C44H110O22 overall.

Calculated values
Frontier orbital gap (alpha / beta) = 0.0554 / 0.3448 Ha
<S²> = 0.751
Net charge = -1
Multiplicity = 2

Atoms and positions in Å:
1 C -1.8949 -0.7083 7.4913
2 O -2.6811 0.4168 7.9176
3 C -3.7664 -0.0325 8.6038
4 C -4.5149 1.1792 9.2617
5 O -3.7065 1.8668 10.1953
6 C -3.4541 1.2500 11.4593
7 H -1.0619 -0.2380 6.9687
8 H -2.4280 -1.4319 6.8746
9 H -1.4582 -1.1777 8.3728
10 H -3.6076 -0.9238 9.2108
11 H -4.4864 -0.3181 7.8369
12 H -5.4303 0.8067 9.7217
13 H -4.7842 1.8902 8.4807
14 H -2.6948 0.4801 11.3216
15 H -4.2307 0.8861 12.1320
16 H -2.9798 2.0149 12.0743
17 C 0.2570 -0.0378 -1.7013
18 O -0.2077 -0.6993 -0.5080
19 C 0.6067 -0.4404 0.6791
20 C 0.0206 -1.0331 1.9232
21 O -1.3169 -0.6605 2.2376
22 C -1.9469 -1.1929 3.4608
23 H -0.4847 -0.3690 -2.4282
24 H 1.1905 -0.5474 -1.9402
25 H 0.1861 1.0482 -1.6405
26 H 0.6103 0.6496 0.6876
27 H 1.5811 -0.8947 0.4999
28 H 0.7391 -0.7310 2.6851
29 H 0.1461 -2.1121 1.8330
30 H -2.4301 -2.1646 3.3585
31 H -2.7506 -0.5158 3.7499
32 H -1.3082 -1.0680 4.3351
33 C -0.0083 1.4459 -7.2683
34 O -0.0564 2.7869 -7.7284
35 C 1.0669 3.6150 -7.4741
36 C 1.2012 4.0726 -5.9676
37 O 1.4517 2.9313 -5.0967
38 C 1.4543 3.2508 -3.7234
39 H -0.8807 0.8789 -7.5932
40 H 0.1520 1.3083 -6.1989
41 H 0.8570 0.9436 -7.7008
42 H 1.0184 4.4865 -8.1271
43 H 2.0197 3.2270 -7.8343
44 H 0.2753 4.5124 -5.5972
45 H 1.9355 4.8736 -6.0534
46 H 2.2855 3.9401 -3.5745
47 H 1.5239 2.3807 -3.0706
48 H 0.6090 3.9125 -3.5348
49 C 2.1141 -3.4578 -3.3542
50 O 2.4542 -4.0207 -4.5508
51 C 3.7993 -3.6265 -4.9857
52 C 4.2590 -4.0574 -6.3967
53 O 4.8106 -5.3914 -6.3663
54 C 3.7590 -6.4357 -6.2824
55 H 2.1842 -2.3701 -3.3666
56 H 2.7252 -3.9372 -2.5894
57 H 1.0572 -3.7189 -3.3008
58 H 4.4819 -4.0928 -4.2753
59 H 3.9219 -2.5516 -4.8525
60 H 5.0415 -3.4095 -6.7916
61 H 3.3586 -4.0261 -7.0102
62 H 2.7672 -6.1404 -5.9399
63 H 3.9903 -7.1627 -5.5039
64 H 3.6966 -7.0041 -7.2104
65 C 1.5882 -8.5013 7.2507
66 O 1.9401 -7.6339 6.1712
67 C 1.1282 -7.7261 4.9330
68 C 1.0429 -6.3311 4.2088
69 O 0.0040 -6.1116 3.3199
70 C 0.1132 -4.8301 2.7121
71 H 2.1337 -9.4211 7.0398
72 H 0.5620 -8.8686 7.2598
73 H 1.7388 -8.0545 8.2335
74 H 0.1116 -7.9460 5.2590
75 H 1.4125 -8.5793 4.3171
76 H 1.9296 -6.2937 3.5758
77 H 0.9094 -5.6523 5.0511
78 H -0.4774 -4.6874 1.8072
79 H 1.1662 -4.5655 2.6163
80 H -0.3126 -4.0467 3.3390
81 C -3.1614 -2.3889 -3.9948
82 O -2.0254 -2.7858 -4.8141
83 C -1.2671 -1.6736 -5.4420
84 C -0.0428 -2.2021 -6.1950
85 O -0.3371 -2.8435 -7.4772
86 C 0.6977 -2.9402 -8.3622
87 H -3.8188 -3.1894 -3.6555
88 H -3.8355 -1.5840 -4.2882
89 H -2.8070 -1.9704 -3.0528
90 H -0.9638 -0.9545 -4.6810
91 H -1.8455 -1.1157 -6.1784
92 H 0.5338 -2.8499 -5.5346
93 H 0.5533 -1.3280 -6.4572
94 H 1.1526 -1.9934 -8.6533
95 H 0.2924 -3.2878 -9.3125
96 H 1.4135 -3.7202 -8.1031
97 C 3.7955 0.3664 -2.0449
98 O 3.6081 -0.0465 -3.4207
99 C 4.3092 0.6536 -4.4176
100 C 3.7906 0.5062 -5.8307
101 O 4.1991 -0.6318 -6.5100
102 C 3.7572 -0.6705 -7.8859
103 H 4.8188 0.2703 -1.6819
104 H 3.3172 -0.3212 -1.3474
105 H 3.4662 1.3674 -1.7665
106 H 5.3921 0.5519 -4.4894
107 H 4.0492 1.7054 -4.2979
108 H 4.0783 1.3127 -6.5052
109 H 2.7112 0.5836 -5.7005
110 H 2.6933 -0.8934 -7.9661
111 H 4.2117 -1.4971 -8.4321
112 H 4.1120 0.2592 -8.3308
113 C 3.1385 -1.3060 5.0333
114 O 3.4686 -0.2243 5.8327
115 C 2.4292 0.7396 6.0833
116 C 3.0004 2.0275 6.7404
117 O 3.7828 2.7023 5.7710
118 C 3.8818 4.1940 5.9965
119 H 2.2582 -1.7780 5.4696
120 H 3.8623 -2.1029 4.8625
121 H 2.8261 -0.8566 4.0907
122 H 1.7041 0.2935 6.7640
123 H 1.9158 0.8822 5.1324
124 H 3.5526 1.7410 7.6354
125 H 2.1601 2.6405 7.0664
126 H 4.0363 4.5287 7.0223
127 H 2.9849 4.7033 5.6438
128 H 4.7278 4.5427 5.4043
129 C -2.2321 5.6390 -6.6157
130 O -2.8497 5.2251 -5.4341
131 C -2.8168 3.7829 -5.2375
132 C -3.0442 3.5024 -3.7747
133 O -1.8388 3.7868 -3.0569
134 C -1.7625 3.1995 -1.7485
135 H -2.4405 6.7086 -6.6403
136 H -2.7070 5.3276 -7.5461
137 H -1.1920 5.3155 -6.6584
138 H -1.8676 3.3479 -5.5504
139 H -3.7309 3.4347 -5.7185
140 H -3.1911 2.4268 -3.6762
141 H -4.0109 3.8849 -3.4472
142 H -2.3417 3.8272 -1.0712
143 H -0.7399 3.1535 -1.3741
144 H -1.9492 2.1358 -1.6013
145 C -0.3356 5.9752 4.9521
146 O 0.3742 5.9445 3.7063
147 C 0.8863 4.7197 3.1969
148 C 0.0275 3.5291 2.9924
149 O -0.4209 2.9964 4.2056
150 C -1.7298 2.4123 4.3485
151 H 0.1831 5.4135 5.7289
152 H -1.2544 5.3962 4.8595
153 H -0.4564 7.0146 5.2573
154 H 1.6466 4.4862 3.9423
155 H 1.4121 5.0186 2.2901
156 H 0.7408 2.8667 2.5021
157 H -0.7943 3.7093 2.2993
158 H -2.5116 3.1522 4.5201
159 H -1.7525 1.8721 5.2949
160 H -2.0747 1.6714 3.6272
161 C -3.2636 0.5965 -0.0372
162 O -3.7073 1.7638 0.6804
163 C -5.1393 1.8152 0.8688
164 C -6.0398 0.6824 1.4738
165 O -5.4612 0.1808 2.6630
166 C -5.2474 1.0006 3.7304
167 H -3.6797 -0.2590 0.4949
168 H -2.1777 0.5549 0.0486
169 H -3.5511 0.4577 -1.0793
170 H -5.4469 2.1673 -0.1158
171 H -5.3283 2.7419 1.4107
172 H -6.2337 -0.0611 0.7006
173 H -6.9084 1.1954 1.8865
174 H -5.3540 0.5215 4.7036
175 H -6.0233 1.7655 3.6976
176 H -4.2706 1.4782 3.6532

Cartesian forces, eV/Å:
0.8 1.5 0.3
1.8 -0.6 -0.4
-2.9 1.2 -0.2
1.3 -1.3 0.4
-0.8 0.2 0.9
1.3 0.5 -0.3
0.0 -0.4 -0.4
-0.2 0.1 -0.1
-0.1 -0.4 0.1
0.3 0.2 0.6
-0.6 -0.7 -0.1
-0.2 -0.1 0.1
0.2 0.0 0.0
-0.1 -0.4 0.1
-0.9 -0.2 -0.8
0.2 0.2 -0.2
-1.0 -1.9 1.0
-0.1 0.0 0.7
-1.8 0.7 -2.1
0.0 -0.8 0.5
-0.6 -0.2 0.7
0.6 1.4 -0.7
0.0 0.1 -0.3
0.4 1.0 -0.4
0.7 0.1 0.1
0.7 0.2 0.6
0.4 0.3 0.3
-0.1 0.2 0.6
-0.4 -0.3 0.1
0.6 -0.3 -0.2
-0.2 0.2 -0.7
0.6 -0.7 -0.1
1.0 -0.4 -0.1
-0.2 0.2 0.0
-0.2 -0.1 1.5
-0.7 -1.4 -0.9
0.4 0.2 -1.6
0.3 1.9 -0.5
-0.2 0.5 -0.1
-0.4 0.5 0.2
0.3 -0.1 -0.3
-0.8 0.3 0.3
0.2 -1.0 0.3
-0.1 0.2 -0.2
0.7 -0.1 0.9
0.6 -0.3 0.5
-0.1 0.0 -0.4
-0.6 -0.5 0.5
-0.9 -0.1 0.5
1.9 -0.3 -3.6
0.1 -0.1 0.8
-1.0 -1.0 1.3
-1.9 -0.7 -0.1
0.9 0.1 0.4
0.3 0.2 0.2
-0.2 0.4 0.7
-0.1 0.0 0.9
0.3 -0.1 0.1
-0.3 0.2 -0.2
-0.1 0.1 0.2
0.1 0.0 -0.5
0.1 0.9 -0.5
0.8 0.0 0.0
0.0 0.3 -0.2
-0.2 -0.8 -1.4
-0.9 0.8 -1.1
-1.3 0.2 1.3
1.2 -1.2 0.8
-1.6 -0.6 -1.0
-0.1 0.5 0.8
0.5 -0.2 0.9
-0.5 0.5 -0.4
0.6 0.1 -0.3
-0.3 -0.1 0.0
0.5 0.2 -0.2
0.7 0.8 0.7
0.9 0.5 -0.1
0.4 -0.9 -0.3
0.1 0.0 -0.6
0.0 0.0 0.7
1.0 0.7 1.0
-0.7 1.4 -0.5
-0.8 -1.4 -0.1
-0.1 -0.2 -0.5
-1.7 0.6 2.1
0.4 -0.6 -1.3
0.5 -0.6 -0.7
0.2 0.0 -1.3
0.6 0.0 0.3
0.3 -0.1 0.2
-0.6 -0.1 0.0
0.1 -0.2 -0.2
0.3 0.3 0.3
0.4 0.3 0.5
-0.4 -0.1 0.0
0.5 0.3 0.4
0.8 -0.5 0.0
-0.1 -0.6 0.6
0.0 1.6 -0.6
-1.1 -0.2 0.0
0.1 -2.1 -0.9
0.6 -0.1 1.2
0.5 0.2 -0.6
-0.6 -0.2 -0.6
-0.2 0.3 -0.6
0.3 -0.4 0.8
0.5 0.5 0.4
0.2 0.9 0.6
-0.5 -0.2 -0.4
-0.2 0.7 0.1
0.5 -0.1 0.4
-0.6 0.2 -0.4
-2.0 0.5 -0.5
1.6 1.1 1.6
0.8 -0.7 -0.1
-0.5 -0.9 -1.3
0.3 2.6 0.9
-0.1 -1.7 -0.6
-0.4 -0.5 -0.1
0.6 0.7 0.4
0.0 -0.6 -0.7
-0.2 -0.1 0.3
-0.1 0.7 -0.1
0.4 0.0 0.0
-0.3 0.1 -0.1
0.1 -0.6 0.3
-0.2 -0.2 -0.1
-0.1 -0.2 0.0
-0.6 0.6 -0.3
0.2 -1.3 0.4
-1.0 1.7 0.8
1.1 -1.4 0.0
-0.4 -0.4 0.4
0.3 0.6 0.3
0.9 0.3 0.1
-0.3 -0.8 -0.1
0.1 0.5 -0.1
-0.1 -0.1 -0.4
0.4 -0.7 -0.6
-0.1 -0.5 -0.2
0.3 1.0 0.5
-0.1 -0.4 0.3
0.4 1.0 -0.4
-1.2 -0.1 -0.9
0.6 -1.3 -0.8
-1.1 1.0 0.0
0.8 1.4 1.7
-0.6 -0.1 -0.8
-0.8 -0.8 1.0
0.3 0.1 0.6
0.6 0.1 0.2
-0.5 0.5 0.0
-0.2 -0.2 -0.2
0.4 -0.8 -0.1
-0.2 -0.3 -0.2
-0.1 -0.7 -0.2
-0.2 0.1 -0.1
0.0 0.5 -0.5
0.5 -0.1 0.2
0.5 0.3 -0.7
-0.1 -0.3 1.4
-0.6 -1.0 0.2
0.3 1.5 -1.1
1.9 2.0 0.8
0.4 -3.5 -1.3
-0.3 1.7 0.1
0.3 -0.4 0.0
-0.2 0.0 0.0
-0.3 0.8 -0.3
-1.0 -0.7 -0.4
0.4 -0.1 0.7
-0.1 -0.4 0.7
-0.8 0.1 -1.0
0.1 -0.6 -0.2
-0.1 0.6 0.3
0.1 0.2 0.2

Atom charges from the Mulliken analysis, given in e for atoms 1 to 2: atom 1 (C): -0.70, atom 2 (O): -0.17

[2]
DFT (wB97M-V/def2-TZVPD) results for C15H44Cs2O11 as an isolated structure.

Calculated values
Frontier orbital gap = 0.1399 Ha

Atoms and positions in Å:
1 Cs 16.0709 -26.8052 10.4276
2 Cs 19.9959 -25.0650 8.9720
3 C 17.5347 -26.4543 6.5982
4 O 16.5956 -25.6701 6.3925
5 O 18.3654 -26.6071 5.6762
6 O 17.6565 -27.0579 7.6591
7 C 20.3505 -27.5847 13.2247
8 C 20.2935 -26.1037 13.4570
9 O 20.2270 -25.5354 12.2529
10 H 19.4560 -28.0102 12.7698
11 H 20.3941 -28.0641 14.2026
12 H 21.3013 -27.9179 12.8085
13 H 21.1743 -25.6182 13.8772
14 H 19.4357 -25.8125 14.0633
15 H 21.1442 -25.2712 12.1507
16 C 19.0467 -30.6594 10.7787
17 C 19.1063 -29.7692 9.5147
18 O 17.7865 -29.2939 9.2101
19 H 18.7932 -30.1638 11.7158
20 H 19.9343 -31.2920 10.7682
21 H 18.2318 -31.3425 10.5392
22 H 19.6177 -30.3612 8.7557
23 H 19.7650 -28.9384 9.7678
24 H 17.9671 -28.5811 8.5930
25 C 11.9641 -23.8433 7.5064
26 C 13.0180 -23.7519 6.3124
27 O 14.2786 -23.7131 6.9469
28 H 11.0581 -24.3404 7.1598
29 H 11.6286 -22.8174 7.6583
30 H 12.1804 -24.2947 8.4746
31 H 12.8637 -22.8192 5.7698
32 H 12.9589 -24.6353 5.6766
33 H 14.6880 -24.5694 6.8030
34 C 11.5966 -27.0508 10.1307
35 C 11.7339 -27.3773 11.5825
36 O 12.7114 -26.4919 12.0086
37 H 12.5403 -27.3541 9.6773
38 H 11.5143 -26.0012 9.8485
39 H 10.7969 -27.6460 9.6899
40 H 12.0065 -28.4083 11.8077
41 H 10.7663 -27.0822 11.9883
42 H 13.2078 -26.9759 12.6726
43 C 14.1664 -22.6528 10.2995
44 C 15.2962 -23.0772 11.2811
45 O 16.3082 -23.8504 10.5225
46 H 13.6225 -23.5566 10.0249
47 H 14.5904 -22.0413 9.5031
48 H 13.5160 -21.9687 10.8445
49 H 15.0167 -23.7842 12.0622
50 H 15.8488 -22.2146 11.6533
51 H 17.0527 -23.2747 10.3330
52 C 14.1834 -31.9556 9.1665
53 C 13.4852 -32.0565 10.6224
54 O 13.4251 -33.4046 10.9643
55 H 13.6072 -32.4958 8.4154
56 H 15.2062 -32.3181 9.2686
57 H 13.9827 -30.9154 8.9102
58 H 12.5077 -31.6694 10.9103
59 H 14.1831 -31.5736 11.3064
60 H 13.2785 -33.8648 10.1346
61 C 14.4606 -28.3599 7.2587
62 O 14.5514 -26.9648 7.6363
63 H 15.4608 -28.7920 7.2915
64 H 13.7678 -28.9415 7.8668
65 H 14.1051 -28.3813 6.2286
66 H 15.2959 -26.6157 7.1407
67 C 16.0524 -26.3002 13.9993
68 O 15.2704 -27.3790 13.5224
69 H 16.8252 -26.0200 13.2834
70 H 15.3746 -25.4673 14.1862
71 H 16.5346 -26.5331 14.9486
72 H 15.2220 -28.0797 14.1769

Cartesian forces, eV/Å:
-0.2 -0.3 -1.0
-0.7 -0.6 -0.8
1.5 1.2 -4.7
-4.0 2.2 0.6
2.3 -0.5 -1.0
0.7 -2.8 6.8
0.6 -1.0 2.3
-0.1 -1.4 2.4
0.0 2.8 -4.3
0.2 0.3 -0.5
-0.2 -0.2 0.3
-0.3 0.2 -0.7
0.1 -0.9 1.3
-0.1 -0.1 0.1
-0.2 0.4 -1.0
-0.7 -0.4 -1.7
-0.4 -0.1 2.0
1.4 -1.0 0.8
0.4 0.1 -0.1
0.2 0.2 0.7
-0.2 -0.2 0.3
-0.5 0.1 -0.5
0.2 0.4 -0.3
-0.7 1.2 -1.4
-1.0 0.8 -1.8
-0.3 -0.9 2.8
0.3 0.4 -0.4
-0.2 -0.2 -0.1
0.0 0.1 0.5
0.9 0.0 -0.5
-0.1 -0.2 -0.2
-0.2 0.2 -0.2
0.8 -0.2 0.0
0.6 -1.5 -1.3
-1.5 1.3 -1.0
1.6 0.3 1.4
0.0 -0.1 -0.5
-0.4 0.0 0.7
-0.1 0.2 -0.3
-0.3 -0.1 -0.2
-0.1 -0.5 0.9
0.5 0.5 0.3
0.8 -0.1 1.8
0.8 -0.2 -1.9
-0.1 0.1 0.5
0.1 0.4 -0.6
-0.1 -0.6 -0.4
-0.3 -0.1 0.1
-0.4 0.5 0.2
-0.4 0.0 0.5
-0.2 0.1 -0.1
-2.6 1.0 2.0
1.6 -0.2 -1.0
0.1 -1.5 0.4
0.1 -0.4 0.1
-0.1 0.5 -0.2
1.1 0.2 -0.4
-0.2 0.8 -1.2
0.2 0.1 0.1
-0.1 -0.3 0.2
0.4 1.2 -0.6
-1.7 -1.7 1.3
0.0 -0.3 0.1
0.0 0.4 0.3
0.0 -0.4 -0.1
1.5 1.1 -0.8
-0.3 0.2 0.7
-0.1 -0.5 -0.4
-0.1 0.0 -0.1
0.2 0.3 -0.1
0.1 -0.1 0.0
0.1 0.0 0.0

Atom charges from the Mulliken analysis, given in e for atoms 1 to 2: atom 1 (Cs): 0.63, atom 2 (Cs): 1.01

Record-wise max |F| values, in eV/Å: 4.08, 7.38